Entry 1:
11 unconnected molecules or ions with the total composition C48H63BClF3IN10O3. Source: the OMol25 dataset; level of theory: ωB97M-V/def2-TZVPD.

CARTESIAN COORDINATES (ANGSTROEM)
C (7.850, -4.378, -0.253)
C (8.322, -2.971, 0.122)
C (7.257, -1.952, 0.512)
Cl (6.832, -2.181, 2.263)
C (6.032, -1.882, -0.388)
O (6.272, -0.726, -1.216)
B (5.004, -0.491, -1.851)
I (4.681, -1.841, -3.674)
O (4.010, -0.807, -0.810)
C (4.673, -1.524, 0.221)
C (3.717, -2.642, 0.686)
C (4.000, -4.067, 0.264)
O (4.852, -4.708, 1.198)
C (2.711, -4.927, 0.188)
F (2.511, -5.423, -1.059)
F (2.751, -5.989, 1.034)
F (1.598, -4.211, 0.508)
H (8.522, -4.787, -1.003)
H (7.868, -5.066, 0.585)
H (6.859, -4.408, -0.688)
H (8.958, -2.560, -0.656)
H (8.970, -3.081, 0.989)
H (7.703, -0.969, 0.456)
H (5.938, -2.681, -1.120)
H (4.787, 0.617, -2.278)
H (4.769, -0.841, 1.064)
H (3.722, -2.662, 1.776)
H (2.744, -2.317, 0.365)
H (4.460, -4.146, -0.720)
H (5.574, -4.109, 1.405)
N (1.211, -0.149, 0.845)
C (0.628, -1.285, 1.330)
C (-0.544, -0.929, 1.945)
C (-0.671, 0.482, 1.827)
C (0.429, 0.931, 1.141)
H (2.084, -0.116, 0.337)
H (1.101, -2.236, 1.187)
H (-1.234, -1.603, 2.427)
H (-1.475, 1.095, 2.200)
H (0.717, 1.923, 0.839)
N (-3.357, -3.449, 3.612)
C (-4.387, -2.583, 3.844)
C (-4.580, -2.513, 5.199)
C (-3.626, -3.374, 5.806)
C (-2.884, -3.933, 4.800)
H (-2.998, -3.690, 2.707)
H (-4.888, -2.092, 3.027)
H (-5.319, -1.911, 5.701)
H (-3.495, -3.556, 6.859)
H (-2.063, -4.627, 4.827)
N (8.288, -4.151, -3.697)
C (9.576, -3.908, -4.079)
C (9.965, -4.921, -4.916)
C (8.862, -5.809, -5.043)
C (7.843, -5.303, -4.279)
H (7.743, -3.570, -3.084)
H (10.103, -3.038, -3.726)
H (10.929, -5.014, -5.387)
H (8.819, -6.710, -5.631)
H (6.843, -5.659, -4.104)
N (-7.412, 0.076, 4.598)
C (-7.239, 1.421, 4.770)
C (-8.295, 1.891, 5.505)
C (-9.137, 0.783, 5.788)
C (-8.567, -0.322, 5.212)
H (-6.785, -0.526, 4.095)
H (-6.383, 1.927, 4.358)
H (-8.446, 2.913, 5.805)
H (-10.057, 0.796, 6.349)
H (-8.880, -1.352, 5.194)
N (5.263, -3.531, -9.103)
C (6.413, -3.352, -8.378)
C (6.154, -3.704, -7.082)
C (4.795, -4.116, -7.019)
C (4.274, -4.000, -8.280)
H (5.161, -3.345, -10.081)
H (7.312, -2.988, -8.846)
H (6.856, -3.670, -6.267)
H (4.263, -4.452, -6.145)
H (3.288, -4.206, -8.659)
N (-11.085, 0.730, 1.999)
C (-9.760, 0.978, 2.224)
C (-9.264, 1.611, 1.117)
C (-10.334, 1.750, 0.189)
C (-11.447, 1.199, 0.764)
H (-11.699, 0.272, 2.645)
H (-9.288, 0.681, 3.148)
H (-8.244, 1.936, 0.986)
H (-10.295, 2.202, -0.788)
H (-12.456, 1.098, 0.403)
N (-7.851, 2.388, -2.444)
C (-7.142, 2.785, -3.546)
C (-6.984, 1.690, -4.355)
C (-7.621, 0.592, -3.713)
C (-8.146, 1.056, -2.537)
H (-8.109, 2.983, -1.680)
H (-6.817, 3.804, -3.655)
H (-6.469, 1.676, -5.301)
H (-7.683, -0.420, -4.073)
H (-8.697, 0.556, -1.760)
N (-2.855, 4.053, -4.943)
C (-4.216, 3.966, -4.856)
C (-4.742, 5.115, -5.385)
C (-3.652, 5.926, -5.807)
C (-2.501, 5.241, -5.521)
H (-2.212, 3.351, -4.628)
H (-4.686, 3.099, -4.431)
H (-5.790, 5.350, -5.464)
H (-3.707, 6.897, -6.268)
H (-1.468, 5.496, -5.678)
N (-0.012, 4.126, 6.087)
C (0.662, 4.592, 4.992)
C (0.867, 3.536, 4.145)
C (0.293, 2.386, 4.750)
C (-0.241, 2.782, 5.946)
H (-0.293, 4.681, 6.872)
H (0.932, 5.631, 4.915)
H (1.372, 3.576, 3.193)
H (0.275, 1.387, 4.349)
H (-0.764, 2.227, 6.705)
N (2.154, 7.497, 3.337)
C (2.316, 8.096, 4.557)
C (2.320, 9.451, 4.361)
C (2.150, 9.678, 2.968)
C (2.050, 8.453, 2.366)
H (2.119, 6.507, 3.179)
H (2.416, 7.511, 5.455)
H (2.432, 10.198, 5.129)
H (2.106, 10.630, 2.467)
H (1.915, 8.180, 1.334)

Summary:
Multiplicity: 1
Net charge: -1
Electronic energy, eV: -101296.17023
E_LUMO, Ha: 0.0644

Entry 2:
8 unconnected molecules or ions with the total composition C48H64. Source: the OMol25 dataset; level of theory: ωB97M-V/def2-TZVPD.

CARTESIAN COORDINATES (ANGSTROEM)
C (3.841, 0.854, 3.950)
C (3.516, -0.316, 3.204)
C (4.202, -1.532, 3.414)
C (5.104, -1.578, 4.482)
C (5.376, -0.428, 5.203)
C (4.761, 0.811, 4.996)
H (3.366, 1.798, 3.728)
H (2.725, -0.269, 2.470)
H (3.931, -2.400, 2.830)
H (5.669, -2.482, 4.654)
H (5.946, -0.595, 6.105)
H (5.047, 1.662, 5.596)
C (-4.034, -3.002, -1.666)
C (-4.586, -2.718, -0.404)
C (-3.865, -2.964, 0.744)
C (-2.626, -3.591, 0.689)
C (-2.125, -3.893, -0.602)
C (-2.740, -3.539, -1.779)
H (-4.561, -2.656, -2.543)
H (-5.541, -2.213, -0.384)
H (-4.306, -2.712, 1.697)
H (-2.031, -3.865, 1.547)
H (-1.147, -4.347, -0.664)
H (-2.285, -3.834, -2.713)
C (-0.482, -0.815, -0.464)
C (0.534, -0.226, 0.236)
C (0.276, 0.684, 1.273)
C (-1.032, 0.915, 1.617)
C (-2.102, 0.300, 0.891)
C (-1.807, -0.432, -0.223)
H (-0.154, -1.440, -1.282)
H (1.588, -0.444, 0.144)
H (1.122, 1.149, 1.758)
H (-1.212, 1.503, 2.504)
H (-3.082, 0.672, 1.152)
H (-2.576, -0.853, -0.853)
C (1.290, -4.102, -4.016)
C (1.401, -5.142, -3.123)
C (1.806, -4.925, -1.794)
C (2.109, -3.635, -1.354)
C (2.020, -2.617, -2.261)
C (1.675, -2.843, -3.580)
H (0.949, -4.254, -5.030)
H (1.160, -6.136, -3.468)
H (1.862, -5.666, -1.010)
H (2.290, -3.374, -0.321)
H (2.369, -1.651, -1.928)
H (1.709, -2.051, -4.314)
C (0.167, 3.945, 5.070)
C (0.505, 3.581, 3.807)
C (-0.180, 4.258, 2.745)
C (-1.214, 5.147, 3.022)
C (-1.557, 5.433, 4.332)
C (-0.775, 4.921, 5.337)
H (0.868, 3.684, 5.849)
H (1.275, 2.865, 3.563)
H (0.029, 3.986, 1.721)
H (-1.765, 5.554, 2.187)
H (-2.396, 6.110, 4.405)
H (-0.881, 5.208, 6.372)
C (-4.026, 0.644, -3.301)
C (-4.959, -0.054, -4.008)
C (-4.544, -0.865, -5.079)
C (-3.174, -0.896, -5.355)
C (-2.243, -0.265, -4.511)
C (-2.692, 0.605, -3.550)
H (-4.329, 1.212, -2.433)
H (-5.931, 0.085, -3.559)
H (-5.333, -1.379, -5.607)
H (-2.815, -1.439, -6.217)
H (-1.212, -0.385, -4.812)
H (-1.969, 1.132, -2.945)
C (5.117, -0.701, 0.053)
C (5.706, 0.077, -1.146)
C (6.791, -0.753, -1.875)
C (7.638, 0.161, -2.817)
C (8.865, -0.493, -3.468)
C (10.120, -0.511, -2.587)
H (4.647, -1.612, -0.317)
H (4.355, -0.109, 0.559)
H (5.857, -0.841, 0.841)
H (4.961, 0.267, -1.919)
H (6.148, 1.013, -0.803)
H (6.334, -1.554, -2.456)
H (7.447, -1.290, -1.189)
H (7.011, 0.510, -3.637)
H (7.850, 1.112, -2.329)
H (8.568, -1.509, -3.728)
H (9.113, 0.120, -4.335)
H (10.022, -1.243, -1.785)
H (11.025, -0.758, -3.142)
H (10.326, 0.462, -2.140)
C (-5.969, 4.771, 1.800)
C (-5.873, 4.130, 0.427)
C (-5.376, 2.740, 0.384)
C (-6.287, 1.799, 1.242)
C (-6.082, 0.261, 0.945)
C (-7.206, -0.631, 1.574)
H (-4.972, 4.852, 2.233)
H (-6.642, 4.258, 2.486)
H (-6.400, 5.769, 1.717)
H (-6.836, 4.114, -0.084)
H (-5.348, 4.861, -0.189)
H (-4.324, 2.695, 0.667)
H (-5.338, 2.461, -0.669)
H (-6.346, 2.026, 2.306)
H (-7.284, 2.015, 0.857)
H (-6.043, 0.122, -0.136)
H (-5.072, 0.021, 1.276)
H (-7.625, -0.150, 2.458)
H (-8.120, -0.691, 0.983)
H (-6.960, -1.668, 1.802)

Summary:
Multiplicity: 2
Expectation value of S²: 0.764
Net charge: +1
Electronic energy, eV: -50803.79111
E_LUMO (alpha / beta), Ha: -0.1109 / -0.2994